Record 1
This record from the Open Molecules 2025 dataset describes a molecular structure, C37H38BaBr6N5O2 in a non-equilibrium geometry. The level of theory is ωB97M-V/def2-TZVPD.

XYZ file:
```
89
Properties=species:S:1:pos:R:3:lowdin_charge:R:1
Ba 0.463 0.475 0.291 1.959
C 2.389 -2.247 -1.640 -0.134
N 2.562 -1.263 -0.566 -0.218
C 2.716 -1.905 0.744 -0.160
C 1.505 -2.574 1.278 -0.304
C 1.652 -3.754 2.007 -0.021
C 0.544 -4.297 2.630 -0.057
C -0.694 -3.658 2.479 -0.054
C -0.744 -2.510 1.714 -0.126
N 0.332 -1.979 1.142 -0.045
C 3.772 -0.480 -0.838 -0.158
C 3.928 0.671 0.094 -0.308
C 4.872 0.690 1.126 -0.029
C 5.048 1.860 1.862 -0.056
C 4.281 2.976 1.532 -0.040
C 3.323 2.853 0.529 -0.128
N 3.145 1.721 -0.163 0.070
C 1.099 -2.979 -1.522 -0.296
C 1.045 -4.349 -1.225 -0.031
C -0.193 -4.947 -1.085 -0.067
C -1.345 -4.177 -1.263 -0.055
C -1.194 -2.834 -1.567 -0.109
N 0.003 -2.260 -1.700 0.121
H 3.236 -2.972 -1.648 0.131
H 2.402 -1.691 -2.599 0.130
H 2.996 -1.151 1.503 0.099
H 3.557 -2.638 0.714 0.139
H 2.641 -4.217 2.079 0.119
H 0.627 -5.210 3.223 0.107
H -1.596 -4.045 2.958 0.106
H -1.703 -1.999 1.537 0.119
H 3.688 -0.065 -1.863 0.108
H 4.668 -1.134 -0.787 0.132
H 5.449 -0.206 1.356 0.115
H 5.770 1.888 2.677 0.114
H 4.382 3.914 2.071 0.117
H 2.666 3.684 0.259 0.092
H 1.973 -4.917 -1.091 0.118
H -0.265 -6.006 -0.824 0.108
H -2.346 -4.604 -1.154 0.109
H -2.071 -2.185 -1.672 0.118
Br 2.488 5.501 5.056 0.661
C 2.172 3.846 4.203 -0.782
C 2.821 2.681 4.666 -0.787
Br 4.017 2.762 6.118 0.661
C 2.604 1.474 4.020 -0.668
Br 3.443 -0.121 4.565 0.745
C 1.780 1.376 2.884 -0.476
O 1.585 0.265 2.276 -0.419
C 1.159 2.582 2.372 -0.519
O 0.494 2.529 1.275 -0.489
C 1.342 3.773 3.093 -0.665
Br 0.461 5.294 2.420 0.743
Br 1.805 1.685 -3.720 0.606
C 0.188 2.652 -3.337 -1.033
Br 0.487 3.902 -1.890 0.641
H -0.587 1.959 -3.017 -0.039
H -0.108 3.210 -4.223 0.008
C -0.994 -0.477 -4.598 -0.082
C -2.070 -0.133 -3.620 -0.325
C -3.409 -0.162 -4.020 -0.065
C -4.410 0.110 -3.081 -0.319
C -5.851 -0.004 -3.455 -0.080
C -4.083 0.468 -1.783 -0.006
C -2.727 0.527 -1.306 -0.344
C -1.766 0.199 -2.312 -0.133
N -2.286 0.764 -0.080 -0.082
C -3.041 1.481 0.949 -0.656
C -4.513 1.097 1.146 -0.083
C -2.951 2.980 0.623 -0.048
C -2.370 1.210 2.298 -0.071
H -1.307 -1.333 -5.225 0.080
H -0.054 -0.737 -4.091 0.039
H -0.784 0.360 -5.293 0.074
H -3.684 -0.426 -5.044 0.098
H -5.971 -0.346 -4.497 0.068
H -6.381 0.965 -3.343 0.081
H -6.365 -0.724 -2.789 0.079
H -4.894 0.659 -1.082 0.071
H -0.720 0.126 -2.044 0.010
H -5.182 1.629 0.443 0.068
H -4.818 1.384 2.180 0.079
H -4.660 0.003 1.047 0.087
H -3.380 3.183 -0.382 0.086
H -1.900 3.314 0.632 0.055
H -3.515 3.576 1.371 0.083
H -2.577 0.167 2.631 0.081
H -2.790 1.882 3.079 0.091
H -1.287 1.411 2.288 0.038
```

Output
- ΔE to the lowest compared entry with this formula, charge and spin: 0.000 eV
- LUMO energy: 1.9 eV
- HOMO-LUMO gap: 5.44 eV
- Charge: -1
- HOMO: -3.6 eV


Record 2
This record from the Open Molecules 2025 dataset describes 2 unconnected molecules or ions with the total composition C15H20BrN5O2 in a non-equilibrium geometry. The level of theory is ωB97M-V/def2-TZVPD.

XYZ file:
```
43
Properties=species:S:1:pos:R:3:lowdin_charge:R:1
N -2.120 -3.651 4.079 0.123
C -2.175 -3.410 2.887 -0.141
C -2.277 -2.873 1.376 -0.215
C -3.714 -2.265 0.982 -0.154
C -4.422 -1.362 2.109 -0.264
N -4.028 0.111 2.048 -0.049
C -1.017 -1.906 0.971 -0.400
N -1.065 -0.563 1.619 0.060
C -1.055 -1.631 -0.633 -0.133
N -1.017 -1.441 -1.828 0.133
C 0.423 -2.626 1.241 -0.145
C 1.527 -1.642 1.895 -0.285
C 2.058 -0.522 0.867 -0.528
Br 1.815 1.258 1.785 0.585
H -2.133 -3.815 0.708 0.153
H -4.422 -3.171 0.802 0.126
H -3.726 -1.664 0.000 0.125
H -5.559 -1.369 1.861 0.119
H -4.336 -1.759 3.180 0.109
H -3.640 0.288 3.002 0.067
H -4.918 0.657 2.063 0.072
H -1.544 0.055 0.933 0.088
H -1.575 -0.601 2.513 0.081
H 0.858 -2.942 0.209 0.124
H 0.344 -3.591 1.855 0.114
H 2.431 -2.321 2.168 0.119
H 1.106 -1.214 2.884 0.092
H 3.169 -0.595 0.603 0.071
H 1.487 -0.566 -0.145 0.068
O 5.460 4.794 -3.469 0.069
N 4.551 4.316 -4.137 -0.346
O 4.479 4.382 -5.358 0.069
C 3.474 3.621 -3.426 -0.147
C 3.498 3.555 -2.033 0.002
C 2.461 2.916 -1.362 -0.087
C 1.413 2.345 -2.079 -0.075
C 1.399 2.405 -3.470 -0.065
C 2.431 3.045 -4.151 -0.004
H 4.309 3.996 -1.462 0.119
H 2.466 2.864 -0.277 0.023
H 0.602 1.851 -1.551 0.099
H 0.581 1.955 -4.024 0.109
H 2.406 3.087 -5.234 0.118
```

Output
- LUMO energy: -0.3 eV
- HOMO-LUMO gap: 9.52 eV
- SMILES string: N#C[C@@H](CCN)[C@](N)(C#N)CCCBr.O=[N+]([O-])c1ccccc1
- Charge: 0
- HOMO: -9.9 eV


Record 3
This record from the Open Molecules 2025 dataset describes a molecular structure, C33H21Br4N6O5STc. The level of theory is ωB97M-V/def2-TZVPD.

XYZ file:
```
71
Properties=species:S:1:pos:R:3:lowdin_charge:R:1
Tc 0.587 -0.055 -0.532 1.553
O -3.372 -0.537 -2.475 0.076
C -3.251 -1.811 -2.893 -0.257
C -4.338 -2.348 -3.586 -0.017
C -4.290 -3.640 -4.069 -0.093
C -3.159 -4.430 -3.875 -0.103
C -2.088 -3.906 -3.179 -0.035
C -2.117 -2.604 -2.673 -0.073
C -0.960 -2.092 -1.906 -0.421
O -0.929 -0.803 -1.690 -0.244
N -0.049 -2.894 -1.484 0.102
N 0.949 -2.138 -0.832 -0.110
C 1.952 -2.852 -0.482 -0.052
C 3.131 -2.390 0.194 -0.146
C 4.186 -3.287 0.415 -0.051
C 5.332 -2.887 1.060 -0.106
C 5.425 -1.559 1.503 -0.085
C 4.396 -0.666 1.306 0.000
C 3.226 -1.070 0.638 -0.315
O 2.264 -0.193 0.497 -0.239
H -2.513 -0.248 -2.109 0.081
H -5.205 -1.718 -3.736 0.115
H -5.140 -4.034 -4.613 0.098
H -3.118 -5.439 -4.263 0.093
H -1.199 -4.495 -3.002 0.106
H 1.886 -3.906 -0.741 0.133
H 4.081 -4.309 0.064 0.109
H 6.145 -3.581 1.223 0.092
H 6.321 -1.226 2.012 0.100
H 4.453 0.358 1.651 0.119
Br -0.301 4.446 -5.782 0.698
C 0.373 3.079 -4.675 -0.749
C 1.522 2.355 -5.062 -0.751
Br 2.394 2.752 -6.687 0.692
C 2.017 1.352 -4.246 -0.651
Br 3.569 0.363 -4.632 0.767
C 1.373 1.047 -3.039 -0.407
O 1.795 0.170 -2.165 -0.199
C 0.229 1.766 -2.661 -0.388
O -0.294 1.461 -1.501 -0.234
C -0.262 2.792 -3.480 -0.643
Br -1.766 3.715 -2.840 0.789
S -0.814 -0.678 1.203 0.738
C -0.683 0.712 2.251 -0.743
N -1.283 0.781 3.460 0.048
N -1.875 -0.338 3.884 -0.030
C -2.630 -0.319 5.048 -0.242
C -2.785 0.849 5.796 -0.031
C -3.541 0.820 6.957 -0.100
C -4.152 -0.349 7.393 -0.120
C -3.994 -1.507 6.640 -0.109
C -3.241 -1.499 5.480 -0.041
N -0.006 1.769 1.862 0.020
N 0.659 1.645 0.715 -0.174
C 1.238 2.854 0.277 -0.262
C 0.697 4.095 0.616 -0.030
C 1.283 5.259 0.143 -0.096
C 2.414 5.215 -0.664 -0.109
C 2.971 3.982 -0.973 -0.084
C 2.397 2.812 -0.498 -0.037
H -1.840 -1.181 3.324 0.071
H -2.309 1.756 5.452 0.098
H -3.656 1.732 7.531 0.098
H -4.742 -0.359 8.300 0.090
H -4.463 -2.430 6.960 0.096
H -3.120 -2.406 4.897 0.107
H -0.191 4.123 1.231 0.103
H 0.840 6.214 0.400 0.096
H 2.856 6.128 -1.042 0.091
H 3.862 3.924 -1.587 0.102
H 2.854 1.856 -0.709 0.095
```

Output
- <S²>: 3.803
- ΔE to the lowest compared entry with this formula, charge and spin: 0.000 eV
- LUMO energy (spin up / spin down): 2.1 / 0.3 eV
- HOMO-LUMO gap (spin up / spin down): 6.08 / 5.26 eV
- Charge: -1
- HOMO (spin up / spin down): -4.0 / -4.9 eV
- 2S+1: 4